The following is a quantum chemistry calculation of C21H23F6N2O8S5 as an isolated structure, from OMol25.

The geometry in XYZ format:
```
65
C21H23F6N2O8S5, DFT ωB97M-V with the def2-TZVPD basis set
C 3.639 -2.448 0.405
C 3.743 -1.509 1.610
N 2.585 -0.589 1.748
C 1.989 -0.485 3.078
C 0.465 -0.609 3.029
C 2.779 0.626 1.074
S 2.546 0.766 -0.520
S 3.449 2.011 2.029
C 1.995 3.058 2.368
C 0.952 3.143 1.268
C -0.195 4.095 1.666
C -1.536 3.565 1.241
C -1.837 3.270 -0.031
C -3.172 2.755 -0.421
O -3.629 2.908 -1.530
C -3.933 2.050 0.654
C -4.901 1.107 0.351
C -5.600 0.466 1.372
C -6.613 -0.573 0.946
S -7.385 -1.495 2.240
O -8.176 -0.619 3.061
O -7.944 -2.691 1.677
C -5.337 0.812 2.699
C -4.369 1.762 3.003
C -3.654 2.373 1.983
C -2.585 3.366 2.291
O -2.558 3.970 3.340
H 3.985 -3.451 0.657
H 4.203 -2.085 -0.450
H 2.605 -2.523 0.073
H 4.654 -0.913 1.511
H 3.798 -2.091 2.527
H 2.389 -1.272 3.719
H 2.248 0.462 3.560
H 0.167 -1.432 2.383
H 0.091 -0.817 4.036
H -0.005 0.319 2.698
H 1.541 2.732 3.307
H 2.433 4.042 2.552
H 1.442 3.482 0.354
H 0.566 2.147 1.055
H -0.200 4.273 2.740
H -0.043 5.064 1.184
H -1.128 3.421 -0.838
H -5.097 0.868 -0.687
H -6.116 -1.336 0.341
H -7.411 -0.132 0.348
H -6.288 -1.851 2.952
H -5.893 0.377 3.518
H -4.179 2.030 4.033
C 4.815 -1.011 -4.100
F 4.747 -0.169 -3.059
F 5.005 -0.284 -5.202
F 5.883 -1.795 -3.926
S 3.253 -1.987 -4.190
O 2.225 -1.009 -4.405
O 3.217 -2.727 -2.959
N 3.654 -2.832 -5.461
S 2.685 -3.927 -6.062
O 1.508 -3.410 -6.702
O 2.541 -5.111 -5.263
C 3.793 -4.428 -7.448
F 4.956 -4.910 -7.002
F 4.049 -3.408 -8.270
F 3.190 -5.391 -8.156
```

Values from the calculation:
Charge ... -1
HOMO-LUMO gap ... 6.52 eV
HOMO level ... -6.41 eV

Atomic partial charges in e from the Mulliken method, atoms 1 to 6: -1.013, -0.571, 0.262, -0.487, -0.976, -0.160



The following is a quantum chemistry calculation of C21H23GeI2LiN2 as an isolated structure in a non-equilibrium geometry, from OMol25.

The geometry in XYZ format:
```
50
C21H23GeI2LiN2, DFT ωB97M-V with the def2-TZVPD basis set
Li 0.080 0.264 0.111
I -1.197 -2.233 0.968
C 0.224 -2.011 2.567
I 0.837 0.017 2.922
H 1.116 -2.586 2.320
H -0.239 -2.381 3.479
C 1.309 -0.393 -3.533
Ge 1.869 -0.762 -1.642
C 3.562 0.279 -1.298
C 4.689 -0.027 -2.048
C 5.870 0.664 -1.836
C 5.942 1.654 -0.871
C 4.825 1.953 -0.111
C 3.641 1.269 -0.330
C 2.229 -2.717 -1.475
C 1.927 -3.535 -2.534
C 2.092 -4.924 -2.456
C 2.497 -5.501 -1.286
C 2.830 -4.702 -0.171
C 3.299 -5.269 1.034
C 3.669 -4.477 2.084
C 3.586 -3.081 1.977
C 3.110 -2.506 0.830
C 2.715 -3.289 -0.273
H 2.097 -0.665 -4.231
H 1.094 0.666 -3.647
H 0.412 -0.955 -3.778
H 4.644 -0.816 -2.788
H 6.741 0.418 -2.422
H 6.867 2.187 -0.708
H 4.879 2.711 0.657
H 2.763 1.498 0.270
H 1.562 -3.105 -3.455
H 1.877 -5.532 -3.323
H 2.573 -6.575 -1.197
H 3.364 -6.344 1.104
H 4.041 -4.917 2.997
H 3.897 -2.463 2.807
H 3.064 -1.426 0.741
C -0.231 5.407 -0.990
N 0.697 4.304 -1.133
C 2.107 4.635 -1.201
C 0.347 3.104 -0.847
N 0.060 2.000 -0.637
H -0.062 6.114 -1.803
H -0.071 5.919 -0.036
H -1.256 5.045 -1.035
H 2.261 5.346 -2.012
H 2.693 3.737 -1.389
H 2.436 5.089 -0.262
```

Values from the calculation:
Multiplicity ... 2
Charge ... +1
Energy above the lowest of the compared OMol25 structures with the same formula, charge and spin ... 0.000 eV
HOMO-LUMO gap (spin up / spin down) ... 7.23 / 6.28 eV
HOMO level (spin up / spin down) ... -10.50 / -10.74 eV

Atomic partial charges in e from the Mulliken method, atoms 1 to 6: 0.692, 0.139, -0.440, 0.105, -0.035, 0.491



The following is a quantum chemistry calculation of C21H23IN5O2S4SbW as an isolated structure, from OMol25.

The geometry in XYZ format:
```
58
C21H23IN5O2S4SbW, DFT ωB97M-V with the def2-TZVPD basis set
W 1.002 0.303 -0.696
C 1.442 -3.094 2.503
C 1.297 -2.485 3.726
C 0.838 -1.173 3.765
C 0.568 -0.533 2.569
N 0.758 -1.100 1.369
C 1.168 -2.367 1.347
C 0.003 0.839 2.535
C -0.490 1.475 3.678
C -1.042 2.730 3.544
C -1.110 3.306 2.285
C -0.608 2.605 1.209
N -0.051 1.397 1.335
H 1.784 -4.111 2.355
H 1.532 -3.005 4.647
H 0.708 -0.666 4.710
H 1.297 -2.822 0.377
H -0.453 0.992 4.642
H -1.425 3.249 4.414
H -1.541 4.285 2.127
H -0.636 3.001 0.204
S 1.319 -5.872 -3.318
Sb 2.638 -4.810 -1.821
S 1.516 -1.923 -1.763
S 3.543 -1.313 -1.837
S 2.427 -5.700 0.282
C -3.649 -1.198 -1.089
C -2.572 -2.031 -1.781
C -2.543 -1.735 -3.286
C -2.871 -3.519 -1.572
C -1.133 -1.784 -1.312
N -0.815 -0.554 -1.076
H -4.638 -1.487 -1.461
H -3.525 -0.130 -1.265
H -3.639 -1.370 -0.009
H -3.485 -2.051 -3.745
H -1.724 -2.276 -3.764
H -2.390 -0.672 -3.482
H -3.842 -3.787 -2.003
H -2.885 -3.762 -0.507
H -2.091 -4.126 -2.032
C -1.152 0.797 -1.113
H -1.802 1.102 -0.298
H -1.434 1.186 -2.087
I 0.914 0.749 -3.541
C 1.480 2.482 -0.750
C 1.247 3.487 -1.704
C 1.646 4.789 -1.463
C 2.290 5.100 -0.276
C 2.466 4.068 0.628
N 2.065 2.821 0.413
H 0.753 3.237 -2.628
H 1.462 5.558 -2.207
H 2.640 6.101 -0.053
H 2.953 4.254 1.583
O 3.907 1.203 -1.416
N 3.111 0.262 -1.131
O 2.771 0.077 0.241
```

Values from the calculation:
Charge ... -2
Energy above the lowest of the compared OMol25 structures with the same formula, charge and spin ... 4.418 eV
HOMO-LUMO gap ... 5.25 eV
HOMO level ... -1.45 eV

Atomic partial charges in e from the Mulliken method, atoms 1 to 6: 0.371, -0.667, -0.558, -1.108, 0.972, 0.470



The following is a quantum chemistry calculation of C21H23IN5O2S4SbW as an isolated structure, from OMol25.

The geometry in XYZ format:
```
58
C21H23IN5O2S4SbW, DFT ωB97M-V with the def2-TZVPD basis set
W 0.383 0.293 0.803
C 3.961 -1.231 0.105
C 4.778 -0.174 -0.024
C 4.279 1.163 -0.277
C 2.926 1.284 -0.358
N 2.078 0.243 -0.402
C 2.481 -1.107 -0.094
C 2.145 2.519 -0.254
C 2.610 3.818 -0.372
C 1.727 4.852 -0.129
C 0.401 4.577 0.175
C -0.024 3.262 0.238
N 0.857 2.267 0.064
H 4.353 -2.211 0.353
H 5.847 -0.310 0.106
H 4.932 2.023 -0.263
H 2.116 -1.791 -0.871
H 3.648 3.990 -0.618
H 2.067 5.880 -0.171
H -0.293 5.375 0.390
H -1.801 3.337 1.365
S 2.578 -0.966 -5.953
Sb 1.171 -1.887 -4.408
S -1.169 -0.633 -1.986
S 0.125 0.129 -3.356
S -0.472 -3.315 -5.111
C -3.612 2.362 -0.798
C -2.359 3.236 -0.739
C -2.817 4.688 -0.566
C -1.630 3.089 -2.075
C -1.437 2.801 0.473
N -1.401 1.374 0.767
H -4.206 2.652 -1.669
H -4.241 2.493 0.087
H -3.339 1.312 -0.904
H -3.564 4.927 -1.328
H -2.000 5.400 -0.687
H -3.272 4.848 0.416
H -2.321 3.281 -2.900
H -1.249 2.076 -2.194
H -0.796 3.787 -2.168
C -2.444 0.993 1.689
H -3.443 0.941 1.240
H -2.505 1.724 2.517
I 0.506 2.151 3.508
C -2.175 -0.328 2.331
C -3.121 -0.978 3.117
C -2.778 -2.161 3.736
C -1.500 -2.675 3.549
C -0.617 -1.987 2.744
N -0.961 -0.838 2.148
H -4.102 -0.537 3.234
H -3.497 -2.681 4.358
H -1.184 -3.600 4.011
H 0.387 -2.328 2.525
O 1.799 -0.375 2.010
N 1.588 -1.397 1.069
O -0.340 -0.959 -0.644
```

Values from the calculation:
Multiplicity ... 3
Charge ... -2
Energy above the lowest of the compared OMol25 structures with the same formula, charge and spin ... 0.000 eV
HOMO-LUMO gap (spin up / spin down) ... 5.32 / 5.80 eV
HOMO level (spin up / spin down) ... -1.29 / -1.94 eV

Atomic partial charges in e from the Mulliken method, atoms 1 to 6: 0.659, -1.298, -0.247, -1.102, -0.360, 0.051



The following is a quantum chemistry calculation of C21H23N2NaO as an isolated structure in a non-equilibrium geometry, from OMol25.

The geometry in XYZ format:
```
48
C21H23N2NaO, DFT ωB97M-V with the def2-TZVPD basis set
Na 4.775 -9.943 11.988
C 7.991 -13.497 9.403
C 7.485 -13.264 10.874
C 8.235 -13.844 11.935
C 7.700 -13.702 13.233
C 6.507 -13.068 13.470
C 5.737 -12.555 12.400
C 6.273 -12.630 11.149
H 7.134 -13.495 8.671
H 8.424 -14.469 9.316
H 8.749 -12.793 9.090
H 9.126 -14.447 11.697
H 8.214 -14.176 14.089
H 6.114 -12.972 14.469
H 4.760 -12.066 12.605
H 5.663 -12.341 10.347
C 3.967 -5.544 11.451
C 5.047 -6.691 11.364
O 4.631 -7.835 11.509
N 6.319 -6.361 11.092
C 7.244 -7.508 10.853
C 7.865 -7.964 12.137
C 8.824 -7.219 12.840
C 9.464 -7.859 13.889
C 9.166 -9.170 14.247
C 8.077 -9.747 13.599
N 7.530 -9.192 12.503
H 2.990 -6.028 11.189
H 4.168 -4.669 10.755
H 3.968 -5.158 12.423
H 6.404 -5.465 10.675
H 8.021 -7.111 10.184
H 6.560 -8.269 10.367
H 9.054 -6.159 12.694
H 10.176 -7.252 14.477
H 9.634 -9.669 15.092
H 7.651 -10.792 13.908
C 1.055 -9.536 8.742
C 1.021 -9.696 10.102
C 2.120 -10.089 10.861
C 3.246 -10.425 10.215
C 3.272 -10.511 8.867
C 2.166 -10.115 8.089
H 0.229 -9.068 8.248
H 0.136 -9.540 10.628
H 2.009 -10.060 11.973
H 4.171 -10.889 8.354
H 2.128 -10.251 7.035
```

Values from the calculation:
HOMO-LUMO gap ... 5.62 eV
HOMO level ... -5.56 eV

Atomic partial charges in e from the Mulliken method, atoms 1 to 6: 0.734, -1.383, 0.565, -0.497, -0.306, -0.879



The following is a quantum chemistry calculation of one molecule with the formula C21H23N3O3 in a non-equilibrium geometry, from OMol25.

The geometry in XYZ format:
```
50
C21H23N3O3, DFT ωB97M-V with the def2-TZVPD basis set
C -1.847 -2.753 0.629
O -2.361 -1.806 -0.268
C -1.574 -1.648 -1.431
C -2.384 -0.851 -2.452
N -2.683 0.473 -1.968
C -2.218 1.591 -2.567
O -1.571 1.574 -3.593
C -2.578 2.870 -1.828
H -3.502 2.743 -1.265
C -1.444 3.259 -0.870
N -1.063 2.180 0.024
N 0.156 1.696 -0.182
C 0.638 0.750 0.557
C -0.100 0.220 1.679
C 0.428 -0.672 2.621
C -0.351 -1.121 3.663
C -1.671 -0.695 3.800
C -2.196 0.212 2.909
C -1.415 0.687 1.854
C -1.959 1.710 0.961
O -3.094 2.157 1.023
H -3.203 0.587 3.003
H -2.272 -1.065 4.617
H 0.065 -1.809 4.384
H 1.456 -0.991 2.533
C 1.979 0.270 0.190
C 2.265 -1.089 0.104
C 3.528 -1.517 -0.262
C 4.535 -0.606 -0.550
C 4.239 0.752 -0.480
C 2.980 1.186 -0.122
H 2.755 2.241 -0.073
H 5.009 1.474 -0.713
C 5.906 -1.060 -0.944
H 6.657 -0.609 -0.297
H 5.994 -2.141 -0.881
H 6.124 -0.754 -1.967
H 3.731 -2.576 -0.328
H 1.491 -1.820 0.295
H -0.546 3.513 -1.434
H -1.766 4.111 -0.264
H -2.698 3.673 -2.555
H -3.184 0.528 -1.095
H -1.811 -0.733 -3.375
H -3.316 -1.385 -2.658
H -1.321 -2.631 -1.855
H -0.638 -1.122 -1.192
H -0.843 -2.480 0.974
H -2.523 -2.773 1.481
H -1.803 -3.749 0.170
```

Values from the calculation:
SMILES ... COCCNC(=O)CCn1nc(-c2ccc(C)cc2)c2ccccc2c1=O
Energy above the lowest of the compared OMol25 structures with the same formula, charge and spin ... 1.939 eV
HOMO-LUMO gap ... 8.61 eV
HOMO level ... -8.40 eV

Atomic partial charges in e from the Mulliken method, atoms 1 to 6: -0.693, -0.331, 0.084, -1.168, -0.102, 0.618



The following is a quantum chemistry calculation of one molecule with the formula C21H23N3O5S in a non-equilibrium geometry, from OMol25.

The geometry in XYZ format:
```
53
C21H23N3O5S, DFT ωB97M-V with the def2-TZVPD basis set
O -4.181 -4.189 -0.484
C -3.606 -3.128 -0.420
N -3.199 -2.651 0.794
C -2.505 -1.494 1.151
C -1.356 -1.087 0.474
C -0.751 0.097 0.838
C -1.211 0.873 1.883
C -2.317 0.436 2.594
C -2.957 -0.735 2.232
H -3.837 -1.059 2.768
H -2.693 1.018 3.421
H -0.708 1.798 2.108
S 0.667 0.637 -0.102
O 0.843 2.049 0.052
O 0.607 0.116 -1.435
N 1.901 -0.156 0.752
C 3.079 -0.527 0.114
N 3.560 -1.657 0.415
C 4.819 -2.099 -0.128
C 6.013 -1.226 0.271
C 6.141 0.052 -0.556
C 4.995 1.038 -0.342
H 4.923 1.296 0.716
C 3.641 0.505 -0.823
H 2.929 1.326 -0.900
H 3.755 0.052 -1.811
H 5.217 1.954 -0.894
H 7.080 0.545 -0.293
H 6.195 -0.212 -1.616
H 5.922 -0.974 1.329
H 6.924 -1.816 0.143
H 4.967 -3.111 0.262
H 4.764 -2.159 -1.223
H 1.560 -0.888 1.360
H -0.949 -1.651 -0.349
H -3.640 -3.150 1.559
C -3.341 -2.333 -1.697
H -2.460 -2.742 -2.199
H -4.218 -2.502 -2.333
O -3.094 -0.948 -1.561
C -4.023 -0.219 -0.913
O -5.052 -0.693 -0.498
C -3.592 1.181 -0.723
C -4.376 2.005 0.081
C -3.976 3.301 0.340
C -2.793 3.781 -0.204
C -2.016 2.968 -1.014
C -2.408 1.668 -1.275
H -1.801 1.033 -1.899
H -1.092 3.338 -1.429
H -2.478 4.793 0.003
H -4.582 3.939 0.965
H -5.291 1.607 0.494
```

Values from the calculation:
SMILES ... O=C(COC(=O)c1ccccc1)Nc1cccc(S(=O)(=O)NC2=NCCCCC2)c1
Energy above the lowest of the compared OMol25 structures with the same formula, charge and spin ... 2.352 eV
HOMO-LUMO gap ... 9.34 eV
HOMO level ... -9.26 eV

Atomic partial charges in e from the Mulliken method, atoms 1 to 6: -0.648, 0.364, -0.098, 0.035, 0.219, -0.147



The following is a quantum chemistry calculation of one molecule with the formula C21H23N3O6 in a non-equilibrium geometry, from OMol25.

The geometry in XYZ format:
```
53
C21H23N3O6, DFT ωB97M-V with the def2-TZVPD basis set
C 4.037 -6.676 1.309
H 4.061 -7.286 0.410
H 4.954 -6.090 1.401
H 3.935 -7.304 2.197
O 2.913 -5.821 1.178
C 2.677 -5.008 2.231
O 3.377 -5.003 3.210
C 1.489 -4.154 1.996
C 1.042 -3.929 0.698
C -0.054 -3.125 0.441
C -0.709 -2.531 1.515
C -0.284 -2.739 2.811
C 0.818 -3.552 3.080
O 1.276 -3.822 4.315
C 0.628 -3.259 5.431
H -0.415 -3.586 5.500
H 1.178 -3.622 6.297
H 0.668 -2.165 5.411
H -0.821 -2.265 3.617
H -1.567 -1.902 1.327
C -0.525 -2.853 -0.964
N -0.373 -1.455 -1.316
C -1.427 -0.600 -1.304
O -2.566 -0.966 -1.086
C -1.091 0.821 -1.596
C -1.950 1.802 -1.139
C -1.719 3.150 -1.392
C -0.545 3.578 -2.064
N -0.150 4.864 -2.140
C -0.652 5.950 -1.323
C 0.468 6.985 -1.342
H 0.097 7.992 -1.169
C 1.052 6.794 -2.737
H 2.056 7.198 -2.842
C 1.022 5.276 -2.893
H 0.937 4.968 -3.938
H 1.929 4.831 -2.464
H 0.404 7.261 -3.479
H 1.217 6.751 -0.584
H -0.883 5.596 -0.313
H -1.571 6.364 -1.758
C 0.258 2.547 -2.608
C -0.003 1.221 -2.382
H 0.638 0.481 -2.838
H 1.109 2.809 -3.214
N -2.793 4.027 -1.064
O -3.432 3.804 -0.053
O -3.052 4.923 -1.854
H -2.845 1.517 -0.606
H 0.564 -1.087 -1.326
H -1.593 -3.071 -1.052
H 0.031 -3.466 -1.679
H 1.571 -4.400 -0.116
```

Values from the calculation:
SMILES ... COC(=O)c1cc(CNC(=O)c2ccc(N3CCCC3)c([N+](=O)[O-])c2)ccc1OC
Energy above the lowest of the compared OMol25 structures with the same formula, charge and spin ... 4.148 eV
HOMO-LUMO gap ... 8.15 eV
HOMO level ... -8.27 eV

Atomic partial charges in e from the Mulliken method, atoms 1 to 6: -0.680, 0.221, 0.313, 0.276, -0.308, 0.467



The following is a quantum chemistry calculation of C21H23N3O6S as an isolated structure in a non-equilibrium geometry, from OMol25.

The geometry in XYZ format:
```
54
C21H23N3O6S, DFT ωB97M-V with the def2-TZVPD basis set
O -0.222 -4.268 -0.869
C 0.282 -3.675 0.009
N -0.418 -2.677 0.718
C -1.753 -2.224 0.421
C -2.142 -1.230 1.017
C -3.395 -0.487 0.914
C -4.284 -0.986 0.046
C -3.873 -1.990 -0.934
C -2.718 -2.645 -0.639
H -2.346 -3.593 -1.113
H -4.567 -2.193 -1.561
H -5.201 -0.213 -0.433
S -3.636 0.979 1.570
O -3.719 1.081 3.138
O -4.738 1.819 0.884
N -2.274 1.963 1.554
C -1.460 1.657 0.294
N -0.324 1.415 0.438
C 0.741 1.411 -0.795
C 0.366 2.198 -1.865
C -0.743 1.590 -2.988
C -2.054 1.220 -1.978
H -2.777 1.154 -2.774
C -2.381 2.123 -0.822
H -2.183 3.281 -1.549
H -3.285 1.982 -0.740
H -1.750 -0.056 -1.720
H -0.943 2.534 -3.643
H -0.377 0.717 -3.357
H 0.177 3.124 -1.589
H 1.341 2.323 -2.594
H 1.588 1.525 -0.440
H 0.693 0.279 -0.975
H -1.635 1.778 2.223
H -1.555 -0.737 1.949
H -0.049 -2.149 1.579
C 1.586 -3.836 0.382
H 1.520 -4.100 1.880
H 2.046 -4.571 -0.012
O 2.222 -2.532 0.485
C 2.334 -1.784 1.490
O 1.364 -1.719 2.522
C 3.039 -0.607 1.105
C 3.032 0.380 1.976
C 3.764 1.692 1.662
C 4.883 1.609 0.624
C 4.868 0.479 -0.198
C 4.130 -0.666 0.015
H 4.068 -1.266 -0.804
H 5.326 0.709 -1.033
O 5.540 2.788 0.331
H 5.411 3.467 0.997
H 4.010 2.533 2.313
H 2.473 0.394 2.888
```

Values from the calculation:
Energy above the lowest of the compared OMol25 structures with the same formula, charge and spin ... 20.451 eV
HOMO-LUMO gap ... 8.28 eV
HOMO level ... -9.23 eV

Atomic partial charges in e from the Mulliken method, atoms 1 to 6: -0.584, 0.966, 0.065, 0.107, 0.827, -0.254